Record 1
{"formula": "C4H10OS", "method": "ωB97M-V/def2-TZVPD", "orbital_gap_ha": 0.3374, "de_lowest_kj_mol": 473.0, "smiles": "COCCSC", "homo_energy_ev": -8.2, "energy_ev": -17187.923, "symbols": ["C", "O", "C", "C", "S", "C", "H", "H", "H", "H", "H", "H", "H", "H", "H", "H"], "coordinates": [[-2.7788, -0.6954, 0.0695], [-1.5582, -0.0601, -0.4238], [-1.2043, 0.9598, 0.2401], [0.2843, 0.9700, -0.1598], [1.1935, -0.6717, 0.0634], [2.8322, -0.0157, -0.0767], [-3.4974, -0.0457, -0.5850], [-2.9620, -1.9890, -0.1049], [-2.8354, -0.5072, 1.2418], [-1.6478, 2.0067, 0.1282], [-1.2158, 0.9678, 1.4519], [0.2208, 1.1824, -1.0824], [0.7475, 1.6812, 0.5431], [2.9161, 0.4102, 0.8990], [3.1984, 1.0085, -0.7767], [3.6448, -0.7997, 0.2230]], "atomic_forces_ev_per_a": [[-1.466, -0.553, -0.213], [-4.097, -6.510, -1.664], [4.137, 4.816, 5.573], [0.531, -0.749, 8.036], [-1.570, 0.648, -1.209], [3.108, 2.034, 0.830], [0.053, -1.820, 1.823], [1.134, 4.242, 0.109], [-0.139, -0.335, -2.547], [-0.022, -1.118, -0.943], [-0.325, -1.043, -2.152], [0.698, 1.858, -6.913], [0.447, 0.081, -0.930], [0.131, 1.250, 0.787], [-1.278, -3.700, 1.327], [-1.342, 0.900, -1.913]]}

***

Record 2
{"formula": "C30H34BF4NO5S", "method": "ωB97M-V/def2-TZVPD", "orbital_gap_ha": 0.3395, "de_lowest_kj_mol": 56.2, "homo_energy_ev": -8.9, "energy_ev": -65770.467, "symbols": ["C", "C", "N", "C", "O", "S", "O", "O", "O", "C", "C", "B", "C", "O", "H", "H", "H", "H", "H", "H", "H", "H", "H", "H", "H", "H", "H", "H", "F", "C", "C", "C", "C", "C", "C", "H", "H", "H", "H", "H", "F", "C", "C", "C", "C", "C", "C", "H", "H", "H", "H", "H", "F", "C", "C", "C", "C", "C", "C", "H", "H", "H", "H", "H", "F", "C", "C", "C", "C", "C", "C", "H", "H", "H", "H", "H"], "coordinates": [[-6.5173, 0.0252, 3.0048], [-6.0781, 0.8876, 1.7953], [-4.6319, 0.9651, 1.6089], [-4.1253, -0.1161, 0.7958], [-4.5555, 0.1690, -0.5383], [-3.4421, -0.4263, -1.5062], [-3.5723, 0.1229, -2.7970], [-3.6214, -1.8371, -1.5154], [-2.2475, 0.0665, -0.6668], [-2.5923, -0.2030, 0.7587], [-1.8381, 0.8382, 1.5370], [-1.9538, -1.6529, 1.0689], [-2.2702, -2.5287, 2.3294], [-1.0289, -2.1312, 0.1857], [-6.7775, 0.6644, 3.8325], [-5.7151, -0.6463, 3.2807], [-7.4168, -0.5172, 2.7517], [-6.4352, 1.8904, 1.9733], [-6.5812, 0.5300, 0.9105], [-4.2011, 0.9501, 2.5257], [-4.5573, -1.0449, 1.1635], [-0.9080, 1.0427, 1.0315], [-1.6527, 0.5342, 2.5601], [-2.3776, 1.7747, 1.5685], [-3.1880, -2.2604, 2.8364], [-1.4172, -2.4743, 3.0002], [-2.3069, -3.5542, 1.9913], [-1.4691, -2.5836, -0.5589], [-0.5347, 4.4224, 2.8185], [0.3814, 3.7496, 3.5427], [-0.0446, 2.7800, 4.4262], [0.8965, 2.0831, 5.1669], [2.2468, 2.3669, 5.0228], [2.6546, 3.3501, 4.1313], [1.7189, 4.0468, 3.3798], [-1.1018, 2.5746, 4.5325], [0.5712, 1.3150, 5.8559], [2.9792, 1.8226, 5.6032], [3.7059, 3.5764, 4.0189], [2.0176, 4.8105, 2.6746], [3.2426, 2.2757, -3.5805], [1.9413, 1.9183, -3.4654], [1.1682, 2.5108, -2.4886], [-0.1649, 2.1421, -2.3814], [-0.7020, 1.1895, -3.2379], [0.1000, 0.6074, -4.2097], [1.4326, 0.9742, -4.3311], [1.6067, 3.2466, -1.8271], [-0.7885, 2.6007, -1.6251], [-1.7412, 0.9045, -3.1463], [-0.3119, -0.1376, -4.8776], [2.0651, 0.5378, -5.0808], [0.7012, -2.1665, 6.0205], [1.5262, -2.9179, 5.2593], [2.0174, -2.3875, 4.0850], [2.8659, -3.1571, 3.3042], [3.2027, -4.4427, 3.7026], [2.6939, -4.9576, 4.8868], [1.8513, -4.1911, 5.6780], [1.7297, -1.3863, 3.7898], [3.2634, -2.7517, 2.3841], [3.8617, -5.0426, 3.0901], [2.9528, -5.9607, 5.1968], [1.4494, -4.5711, 6.6077], [2.1737, -0.6608, -6.8489], [3.2609, -0.3336, -7.5842], [4.0795, 0.6964, -7.1655], [5.1913, 1.0150, -7.9300], [5.4644, 0.3136, -9.0955], [4.6251, -0.7149, -9.4976], [3.5151, -1.0474, -8.7365], [3.8510, 1.2393, -6.2582], [5.8461, 1.8149, -7.6130], [6.3313, 0.5689, -9.6895], [4.8335, -1.2610, -10.4074], [2.8516, -1.8503, -9.0282]], "atomic_forces_ev_per_a": [[0.007, 0.488, -0.788], [-0.319, -0.103, 0.901], [0.085, -0.028, -0.290], [-0.658, 0.901, 1.221], [0.077, -0.240, -0.198], [-2.239, -0.680, -0.942], [0.364, 1.471, -0.142], [0.890, -1.183, 1.154], [0.183, 0.284, -0.225], [0.963, -0.746, -0.353], [-0.187, 0.592, 0.142], [-0.216, -0.258, 0.188], [-0.031, 0.669, -0.408], [-0.232, -0.528, -0.472], [0.152, 0.129, 0.488], [0.010, -0.378, 0.214], [-0.132, -0.421, 0.045], [-0.132, 0.400, -0.160], [0.218, -0.045, -0.489], [0.210, 0.040, -0.081], [-0.127, -0.532, -0.553], [0.492, -0.161, 0.008], [0.159, -0.188, 0.221], [-0.182, 0.277, -0.049], [-0.128, -0.017, 0.383], [0.103, 0.063, 0.336], [-0.137, -0.392, -0.027], [0.466, 0.395, 0.082], [-0.012, -0.006, -0.015], [0.135, -0.075, 0.072], [-0.287, -0.085, 0.015], [0.092, -0.014, -0.007], [0.058, -0.019, 0.009], [-0.083, -0.062, 0.037], [0.082, 0.126, -0.116], [-0.011, 0.048, -0.027], [0.001, -0.005, 0.020], [0.010, 0.000, 0.006], [0.015, 0.009, -0.023], [-0.025, 0.013, 0.004], [0.015, 0.004, -0.010], [-0.187, -0.040, 0.025], [0.079, 0.162, 0.152], [0.042, -0.090, -0.096], [-0.022, 0.035, 0.010], [-0.011, 0.084, 0.096], [0.036, 0.043, 0.073], [0.017, 0.003, -0.026], [-0.001, 0.008, 0.022], [0.292, 0.155, -0.163], [0.010, 0.000, -0.032], [0.058, -0.073, -0.028], [-0.018, 0.015, 0.005], [0.106, -0.098, -0.093], [-0.105, 0.261, -0.086], [0.003, -0.095, 0.053], [0.046, -0.036, -0.026], [0.015, 0.071, -0.074], [-0.076, -0.091, 0.180], [0.028, 0.013, 0.021], [-0.024, 0.017, -0.022], [0.005, -0.010, -0.004], [0.003, -0.011, 0.024], [-0.020, 0.018, -0.003], [0.084, -0.044, -0.133], [0.133, 0.013, -0.131], [-0.094, 0.073, 0.194], [-0.009, -0.068, -0.082], [0.066, 0.028, -0.033], [0.033, 0.060, 0.046], [-0.117, -0.157, -0.076], [0.006, -0.003, 0.010], [-0.009, 0.024, 0.020], [0.007, 0.001, -0.008], [-0.005, -0.026, -0.007], [-0.024, 0.016, 0.019]]}

***

Record 3
{"formula": "C27H48BF2O10S2Si", "method": "ωB97M-V/def2-TZVPD", "orbital_gap_ha": 0.2210, "total_charge": -1, "homo_energy_ev": -4.1, "energy_ev": -84914.185, "symbols": ["C", "Si", "C", "C", "C", "C", "F", "F", "B", "O", "C", "C", "C", "O", "C", "C", "O", "C", "O", "C", "C", "O", "O", "C", "C", "C", "C", "C", "C", "H", "H", "H", "H", "H", "H", "H", "H", "H", "H", "H", "H", "H", "H", "H", "H", "H", "H", "H", "H", "H", "H", "H", "H", "H", "H", "H", "H", "H", "H", "H", "H", "C", "C", "C", "S", "O", "O", "C", "H", "H", "H", "H", "H", "H", "H", "H", "C", "C", "C", "S", "O", "O", "C", "H", "H", "H", "H", "H", "H", "H", "H"], "coordinates": [[5.1971, 2.5171, 0.1065], [4.1010, 1.6593, 1.3838], [4.9425, 1.5760, 3.0666], [3.7995, -0.0944, 0.7296], [3.3132, -1.0099, 1.8535], [2.7250, -2.3082, 1.3579], [2.4721, -3.0960, 2.4877], [3.6851, -2.9611, 0.6098], [1.3593, -2.0776, 0.4802], [0.2584, -3.0663, 0.5935], [-0.9396, -2.3887, 0.8832], [-1.0948, -2.4493, 2.4147], [-2.5425, -2.2629, 2.8960], [-2.5932, -1.7574, 4.2346], [-0.6862, -0.9208, 0.4427], [-0.8237, -0.6126, -1.0372], [-2.1763, -0.5100, -1.5303], [-3.0141, 0.2017, -0.6973], [-2.4574, 1.4584, -0.3661], [-3.3498, 2.3116, 0.2924], [-3.4364, 2.0496, 1.8020], [-3.4689, 3.3300, 2.4612], [0.7021, -0.7837, 0.6964], [2.3696, 2.4330, 1.4855], [1.5984, 2.1925, 2.6168], [0.3085, 2.6935, 2.6907], [-0.1937, 3.4287, 1.6368], [0.5665, 3.6858, 0.5164], [1.8577, 3.1863, 0.4379], [4.6341, 2.8543, -0.7604], [5.8716, 1.7547, -0.2710], [5.8120, 3.3220, 0.5144], [5.9957, 1.3453, 2.8815], [4.9174, 2.5136, 3.6248], [4.5531, 0.7834, 3.7031], [2.9658, 0.0294, 0.0322], [4.6523, -0.4997, 0.1931], [4.1615, -1.2551, 2.5094], [2.5813, -0.5213, 2.4978], [1.7436, -2.1672, -0.7106], [-1.8108, -2.8752, 0.4277], [-0.7656, -3.4414, 2.7128], [-0.4327, -1.7249, 2.8944], [-3.0118, -3.2423, 2.9570], [-3.0912, -1.6039, 2.2128], [-2.0160, -0.9903, 4.2811], [-1.1173, -0.1891, 1.1314], [-0.3658, -1.4394, -1.5772], [-0.2427, 0.2777, -1.2732], [-3.2863, -0.3821, 0.2000], [-3.9502, 0.3557, -1.2440], [-3.0561, 3.3512, 0.1553], [-4.3608, 2.2337, -0.1110], [-2.5956, 1.4538, 2.1586], [-4.3827, 1.5594, 2.0441], [-3.0478, 3.2595, 3.3204], [2.0054, 1.6059, 3.4302], [-0.2861, 2.4712, 3.5684], [-1.2129, 3.7949, 1.6850], [0.1769, 4.2440, -0.3242], [2.4671, 3.3685, -0.4364], [6.6595, -1.7116, -4.1206], [5.5354, -1.4062, -5.1195], [4.6540, -0.3163, -4.4974], [5.7233, 0.6312, -3.4071], [5.2771, 0.4368, -2.0555], [5.9296, 1.9498, -3.9532], [7.1939, -0.3569, -3.6656], [7.4453, -2.3196, -4.5678], [6.2550, -2.2576, -3.2658], [5.9677, -1.0430, -6.0549], [4.9507, -2.2951, -5.3522], [4.2335, 0.3523, -5.2442], [3.8572, -0.7399, -3.8877], [7.7655, -0.4017, -2.7415], [7.7809, 0.1240, -4.4482], [-7.2969, -2.3449, -1.3280], [-8.4187, -2.0216, -0.3311], [-8.1816, -0.5939, 0.1773], [-7.3195, 0.2697, -1.1433], [-5.9946, 0.6028, -0.6840], [-8.1875, 1.2629, -1.7220], [-7.1930, -1.1321, -2.2472], [-7.5043, -3.2536, -1.8910], [-6.3556, -2.4874, -0.7930], [-9.3846, -2.0772, -0.8381], [-8.4411, -2.7315, 0.4945], [-9.1097, -0.0698, 0.3908], [-7.5381, -0.5802, 1.0551], [-6.2538, -1.0782, -2.7935], [-8.0342, -1.0823, -2.9383]], "atomic_forces_ev_per_a": [[0.063, 0.007, 0.540], [-0.257, -0.608, -0.716], [0.211, 0.210, -0.092], [-0.530, 0.664, 0.555], [0.944, -0.301, 0.294], [-1.317, 0.891, 0.170], [0.388, -0.247, 0.015], [0.256, -0.416, 0.294], [-0.051, -0.532, -1.932], [-0.443, -0.237, -0.119], [0.750, 0.266, 1.010], [-1.008, -0.206, -0.136], [0.944, 0.145, 0.249], [-0.348, 0.040, 0.071], [1.378, -0.238, 0.521], [-0.438, -0.466, -0.039], [0.386, 0.195, 0.157], [-0.749, 0.010, -0.435], [0.260, -0.050, -0.268], [-0.493, -0.048, 0.493], [-0.361, 0.568, 0.206], [0.079, 0.059, -0.030], [0.220, 0.320, 0.667], [1.263, -0.180, 0.278], [-0.203, 0.187, -0.158], [0.312, -0.352, 0.205], [-0.862, 0.317, 0.055], [0.443, -0.077, -0.433], [-0.234, -0.036, 0.234], [-0.017, 0.175, -0.013], [0.119, -0.068, 0.026], [-0.183, 0.186, -0.049], [0.035, -0.046, 0.032], [-0.072, 0.048, -0.035], [-0.134, -0.023, -0.013], [0.153, -0.075, -0.252], [0.029, -0.123, 0.011], [0.001, -0.082, -0.008], [-0.240, 0.009, -0.169], [0.249, 0.144, -0.033], [0.080, 0.035, -0.330], [0.209, -0.008, 0.111], [0.061, 0.118, -0.116], [-0.327, 0.066, -0.202], [-0.150, -0.036, 0.027], [0.092, -0.018, -0.064], [-0.711, 0.014, -0.350], [-0.054, -0.060, -0.057], [-0.209, 0.231, 0.140], [0.331, 0.163, 0.227], [0.288, 0.004, -0.034], [0.413, -0.060, -0.051], [0.002, -0.112, -0.263], [0.084, -0.063, -0.184], [0.130, -0.341, 0.014], [-0.026, -0.090, 0.038], [-0.023, -0.023, 0.083], [-0.163, 0.110, 0.007], [0.050, 0.037, 0.003], [-0.206, 0.078, 0.070], [-0.025, 0.050, -0.101], [-0.097, -0.004, 0.023], [0.055, 0.018, 0.003], [-0.103, -0.258, -0.257], [-0.021, -0.147, -0.225], [0.057, 0.081, -0.118], [-0.022, 0.081, 0.150], [0.156, -0.276, -0.092], [0.002, -0.002, 0.007], [0.020, 0.019, 0.017], [0.014, 0.014, 0.015], [-0.013, 0.009, 0.012], [-0.015, 0.099, 0.099], [0.047, 0.068, 0.113], [-0.076, 0.122, 0.050], [-0.025, 0.048, 0.010], [-0.002, 0.047, 0.116], [0.019, -0.007, -0.063], [-0.179, -0.286, 0.168], [-0.141, -0.211, -0.095], [-0.416, 0.189, 0.047], [0.123, 0.151, 0.045], [0.037, -0.315, -0.068], [0.014, 0.000, -0.001], [0.019, 0.002, -0.039], [0.011, 0.018, -0.014], [-0.001, 0.013, 0.007], [0.068, 0.125, -0.017], [0.078, 0.074, -0.061], [0.010, 0.143, 0.037], [-0.006, 0.062, 0.010]]}

***

Record 4
{"formula": "C2H4OS2", "method": "ωB97M-V/def2-TZVPD", "orbital_gap_ha": 0.2968, "de_lowest_kj_mol": 244.3, "smiles": "OCC(=S)S", "homo_energy_ev": -8.8, "energy_ev": -25853.964, "symbols": ["O", "C", "C", "S", "S", "H", "H", "H", "H"], "coordinates": [[-1.1776, -1.1858, -0.3641], [-0.8066, -0.0141, 0.4042], [0.3656, 0.6186, -0.1298], [0.9428, 1.7976, 0.9349], [1.1323, -0.3234, -1.3405], [-0.3337, -1.8615, -0.0665], [-1.9264, 0.5547, 0.4444], [-0.2988, -0.2061, 1.5220], [2.1024, 0.6198, -1.4046]], "atomic_forces_ev_per_a": [[4.256, -2.623, 2.490], [-4.014, -1.233, 2.256], [1.477, 2.043, 2.009], [0.271, -0.222, -2.115], [0.521, 1.359, -0.591], [-3.848, 2.226, -1.565], [3.653, -0.872, 0.174], [-2.519, -0.169, -2.514], [0.203, -0.510, -0.145]]}

***

Question: Number 2 is which compound?
Answer: C30H34BF4NO5S